C2H4N2O2 | ωB97M-V with the def2-TZVPD basis set

For the total energy, the calculation gives -338.46250 Ha. As for the SMILES: O/N=C\C=N\O. For the frontier orbital gap, the calculation gives 9.67 eV. For the relative energy (zero: lowest compared OMol25 entry of this formula, charge and spin), the calculation gives 119.7 kcal/mol. Its molecular weight is 88.07 g mol⁻¹.

Cartesian coordinates (Å):
H: 2.5987 -1.1825 0.2061
N: -1.8750 0.0121 -0.0572
N: 1.0113 -0.2090 -0.0745
O: 2.3759 -0.1896 -0.0213
C: 0.3888 0.9281 0.0559
H: -1.4715 1.9638 -0.0499
H: 0.8502 1.9058 0.1148
C: -1.0593 0.9811 0.0212
O: -1.3227 -1.2518 0.0506
H: -0.3337 -1.2328 -0.0468

C2H4N2O2 | ωB97M-V with the def2-TZVPD basis set

For the total energy, the calculation gives -338.52834 Ha. As for the SMILES: [H]/N=N\CC(=O)O. For the frontier orbital gap, the calculation gives 10.02 eV. For the relative energy (zero: lowest compared OMol25 entry of this formula, charge and spin), the calculation gives 78.3 kcal/mol. Its molecular weight is 88.07 g mol⁻¹.

Cartesian coordinates (Å):
H: -1.0676 0.0352 1.3265
N: 1.1139 1.6549 -0.2679
O: 0.2135 -2.1145 -0.2888
N: 0.0455 1.3132 0.1430
O: -1.1718 -0.6964 -1.2891
H: 1.8240 0.7678 -0.1083
C: -0.1732 -0.9882 -0.4334
H: -1.3619 0.2577 -1.2846
C: -0.1284 0.0315 0.7749
H: 0.7060 -0.2613 1.4277

C2H4N2O2 | ωB97M-V with the def2-TZVPD basis set

For the total energy, the calculation gives -338.50348 Ha. As for the SMILES: [H]/N=C\O.N=C=O. For the frontier orbital gap, the calculation gives 8.58 eV. For the relative energy (zero: lowest compared OMol25 entry of this formula, charge and spin), the calculation gives 93.9 kcal/mol. Its molecular weight is 88.07 g mol⁻¹.

Cartesian coordinates (Å):
N: -1.1908 0.9776 0.5941
H: 0.6469 0.7994 0.9811
H: -0.1061 -1.2659 -0.9139
H: 2.5828 -0.8473 0.0948
O: 1.5978 0.6388 0.7696
H: -1.2036 -0.0244 0.8595
C: 1.5681 -0.4473 -0.0633
O: -2.5788 0.2014 -1.1127
C: -2.1269 0.8137 -0.2331
N: 0.8107 -0.8459 -0.9761

C2H4N2O2S | ωB97M-V with the def2-TZVPD basis set

For the total energy, the calculation gives -736.63177 Ha. As for the SMILES: C=CNN=S(=O)=O. For the frontier orbital gap (spin up / spin down), the calculation gives 7.83 / 7.83 eV. For the relative energy (zero: lowest compared OMol25 entry of this formula, charge and spin), the calculation gives 108.6 kcal/mol. Its molecular weight is 120.13 g mol⁻¹.

Cartesian coordinates (Å):
C: 0.6483 -1.6972 0.5724
O: -0.2320 1.5084 1.4607
H: 1.3764 -1.9671 1.3662
C: 0.7047 -0.5664 -0.1285
H: -0.2164 -2.3349 0.6525
H: -0.6737 -0.6767 -1.7198
O: -1.7356 2.9835 0.0625
S: -0.9658 1.7742 0.2202
N: -0.4887 1.1403 -1.1482
N: -0.0956 -0.0903 -1.1601
H: 1.6785 -0.0738 -0.1781

C2H4N2O2S | ωB97M-V with the def2-TZVPD basis set

For the total energy, the calculation gives -736.72978 Ha. As for the SMILES: N/C(=N/O)C(=O)S. For the frontier orbital gap, the calculation gives 8.56 eV. For the relative energy (zero: lowest compared OMol25 entry of this formula, charge and spin), the calculation gives 47.1 kcal/mol. Its molecular weight is 120.13 g mol⁻¹.

Cartesian coordinates (Å):
H: 0.7281 2.9212 0.2178
N: 1.0863 1.1575 -0.0784
N: 1.3771 -1.0920 0.0612
H: -3.0848 -0.4429 -0.0646
O: 0.1477 2.1747 0.0022
C: -0.8694 -0.5237 -0.0251
H: 2.3573 -1.0052 -0.0671
H: 0.9534 -2.0136 0.0611
S: -2.2013 0.6060 -0.0025
O: -1.0449 -1.7468 -0.0183
C: 0.5504 -0.0353 -0.0862

C2H4N2O2S | ωB97M-V with the def2-TZVPD basis set

For the total energy, the calculation gives -736.67683 Ha. As for the SMILES: NC(=S)ONC=O. For the frontier orbital gap, the calculation gives 9.82 eV. For the relative energy (zero: lowest compared OMol25 entry of this formula, charge and spin), the calculation gives 80.4 kcal/mol. Its molecular weight is 120.13 g mol⁻¹.

Cartesian coordinates (Å):
H: -0.0671 1.5357 0.2827
O: 0.5749 -1.0445 0.2367
H: -0.9165 -1.0368 1.4533
N: -0.6802 -0.7428 0.4993
S: 2.9211 -0.5884 -0.3156
N: 0.8673 1.3333 0.0039
H: -1.3028 -0.8783 -1.5115
H: 1.7453 2.0689 0.2539
C: 1.4828 -0.0034 -0.0289
C: -1.7616 -0.5480 -0.5754
O: -2.8633 -0.0958 -0.2985

C2H4N2O2S | ωB97M-V with the def2-TZVPD basis set

For the total energy, the calculation gives -736.59415 Ha. For the frontier orbital gap (spin up / spin down), the calculation gives 6.74 / 6.75 eV. For the relative energy (zero: lowest compared OMol25 entry of this formula, charge and spin), the calculation gives 132.3 kcal/mol. Its molecular weight is 120.13 g mol⁻¹.

Cartesian coordinates (Å):
H: 1.3650 0.3483 3.2560
N: -1.5139 0.3946 -2.3012
O: 0.1389 -1.2167 -2.8567
S: -0.9079 -1.0857 -1.8910
H: 1.5766 -1.7924 0.7877
H: -1.9999 1.0177 -1.6257
C: 0.7438 -1.0369 1.0908
N: 0.0564 -1.3730 2.3979
O: 0.1937 -0.4114 -0.0335
C: 0.9052 -0.4946 2.6191
H: -0.9838 0.8443 -3.0915

C2H4N2O3 | ωB97M-V with the def2-TZVPD basis set

For the total energy, the calculation gives -413.72260 Ha. As for the SMILES: O=CON/C=N\O. For the frontier orbital gap, the calculation gives 10.16 eV. For the relative energy (zero: lowest compared OMol25 entry of this formula, charge and spin), the calculation gives 106.1 kcal/mol. Its molecular weight is 104.06 g mol⁻¹.

Cartesian coordinates (Å):
H: 2.1830 -0.4575 -1.2554
O: 0.2620 -0.8539 -1.0294
O: -0.0698 1.6424 -0.5145
H: -0.5848 -1.8215 0.4272
N: -1.0312 1.3356 0.5134
N: -0.7922 -1.0159 -0.1137
C: 1.4583 -0.6559 -0.4328
O: 1.6749 -0.6636 0.7590
C: -1.2201 0.0683 0.6395
H: -1.9089 -0.1901 1.4382
H: 0.0287 2.6122 -0.4315

C2H4N2O3 | ωB97M-V with the def2-TZVPD basis set

For the total energy, the calculation gives -413.72077 Ha. As for the SMILES: O=C1NOCON1. For the frontier orbital gap, the calculation gives 10.46 eV. For the relative energy (zero: lowest compared OMol25 entry of this formula, charge and spin), the calculation gives 107.3 kcal/mol. Its molecular weight is 104.06 g mol⁻¹.

Cartesian coordinates (Å):
N: -0.6271 -1.0254 -0.3848
O: 0.6118 -1.0954 0.3369
O: 0.6789 0.9555 -0.4831
C: 1.4272 -0.0110 0.0326
H: 2.1106 -0.2319 -0.7925
H: -0.7908 2.0294 0.2382
O: -2.5671 0.0256 -0.0095
C: -1.3435 0.0444 0.0202
N: -0.4560 1.0784 0.3474
H: 2.0434 0.1114 0.9559
H: -1.0873 -1.8811 -0.2613

C2H4N2O3 | ωB97M-V with the def2-TZVPD basis set

For the total energy, the calculation gives -413.75660 Ha. As for the SMILES: NNC(=O)C(=O)O. For the frontier orbital gap, the calculation gives 9.95 eV. For the relative energy (zero: lowest compared OMol25 entry of this formula, charge and spin), the calculation gives 84.8 kcal/mol. Its molecular weight is 104.06 g mol⁻¹.

Cartesian coordinates (Å):
N: -0.3846 1.2280 0.7358
N: 0.6546 0.2860 0.7655
H: -0.4438 1.4613 1.6869
O: -0.3053 -2.5698 -1.0057
O: -1.5377 -0.7337 -0.6104
O: 1.9750 -0.9490 -0.7931
H: -0.5277 2.0663 0.1551
H: -1.3591 0.1946 -0.3193
C: -0.4197 -1.4304 -0.6334
C: 0.8326 -0.5802 -0.3674
H: 1.5158 1.0268 0.3861

C2H4N2O3 | ωB97M-V with the def2-TZVPD basis set

For the total energy, the calculation gives -413.64460 Ha. As for the SMILES: O=CNO/C=N\O. For the frontier orbital gap, the calculation gives 10.53 eV. For the relative energy (zero: lowest compared OMol25 entry of this formula, charge and spin), the calculation gives 155.1 kcal/mol. Its molecular weight is 104.06 g mol⁻¹.

Cartesian coordinates (Å):
H: 0.0659 -0.2005 1.3332
C: 0.7636 1.1897 -0.4728
C: -1.6471 -0.5106 0.1107
H: -1.7602 -1.6976 0.4351
N: 1.5110 0.1461 -0.6355
H: 2.2810 -1.5028 -0.1416
O: -0.3539 1.5464 0.4051
O: 1.3039 -1.1503 0.1884
O: -2.1610 -0.2151 -1.0142
H: 0.8578 2.0708 -1.1878
N: -0.8610 0.3239 0.9794

C2H4N2O3 | ωB97M-V with the def2-TZVPD basis set

For the total energy, the calculation gives -413.58768 Ha. For the frontier orbital gap, the calculation gives 10.04 eV. For the relative energy (zero: lowest compared OMol25 entry of this formula, charge and spin), the calculation gives 190.8 kcal/mol. Its molecular weight is 104.06 g mol⁻¹.

Cartesian coordinates (Å):
O: -1.7917 -1.4766 0.0601
O: 0.4133 -0.2244 0.0980
H: -1.6106 -1.9511 -0.6780
C: -0.5703 0.7628 -0.0321
O: -0.5171 1.9940 0.1454
C: 2.6170 -0.6968 0.0953
H: 3.7170 -0.4991 -0.3476
H: -2.7593 0.1859 0.0447
N: -1.6772 -0.1080 -0.1084
H: 2.4284 -1.9926 0.9179
N: 1.8354 0.3248 -0.2838

C2H4N2O3 | ωB97M-V with the def2-TZVPD basis set

For the total energy, the calculation gives -413.73284 Ha. As for the SMILES: [H]/N=C(\NO)OC=O. For the frontier orbital gap, the calculation gives 10.41 eV. For the relative energy (zero: lowest compared OMol25 entry of this formula, charge and spin), the calculation gives 99.7 kcal/mol. Its molecular weight is 104.06 g mol⁻¹.

Cartesian coordinates (Å):
H: -1.2604 1.6630 -0.8020
N: -0.4420 1.6064 -0.2808
C: -0.2621 0.3437 0.0262
H: 3.0261 0.0305 0.8081
C: 1.9724 -0.0704 0.2555
O: -2.4245 -0.4641 -0.1483
H: -2.6615 0.1234 0.7056
H: -0.7937 -1.6267 0.6174
N: -1.0936 -0.8376 -0.0155
O: 0.7546 0.1298 0.8848
O: 1.9419 -0.5672 -0.8546

C2H4N2O3S | ωB97M-V with the def2-TZVPD basis set

For the total energy, the calculation gives -811.91922 Ha. As for the SMILES: C=[S@](=O)([O-])/N=C(/N)[O-]. For the frontier orbital gap, the calculation gives 6.04 eV. For the relative energy (zero: lowest compared OMol25 entry of this formula, charge and spin), the calculation gives 1.3 kcal/mol. As for the charge: -2. Its molecular weight is 136.13 g mol⁻¹.

Cartesian coordinates (Å):
O: 1.4329 1.8694 1.4320
H: -0.6344 -0.6416 2.6424
C: -0.8316 0.3497 2.2185
H: -0.6457 0.9119 3.0932
N: 0.6621 0.0262 -0.1361
H: -0.0655 -0.2687 -1.9594
N: 0.8231 -0.0968 -2.4718
O: 1.7491 -0.6087 1.9855
H: 0.6832 0.8013 -2.9750
C: 1.5001 0.3433 -1.1304
S: 0.9150 0.4938 1.4566
O: 2.6691 0.6791 -1.2419

C2H4N2O3S | ωB97M-V with the def2-TZVPD basis set

For the total energy, the calculation gives -811.81769 Ha. For the frontier orbital gap (spin up / spin down), the calculation gives 4.08 / 7.34 eV. For the relative energy (zero: lowest compared OMol25 entry of this formula, charge and spin), the calculation gives 65.0 kcal/mol. As for the charge: -2. Its molecular weight is 136.13 g mol⁻¹.

Cartesian coordinates (Å):
N: -1.2243 -0.3578 0.6033
N: -1.0134 -1.3794 2.6903
H: 3.0144 0.6632 -2.6719
C: -0.3465 -0.5348 1.5980
H: 2.7365 2.4465 -2.6599
O: -1.4898 -0.4015 -1.8804
O: 0.8471 -0.2865 1.8458
C: 2.2491 1.4697 -3.0117
S: -0.8777 0.5174 -0.8987
H: -1.8391 -1.8627 2.3665
O: -1.6619 1.7775 -0.8779
H: -0.3945 -2.0517 2.8965

C2H4N2O3S | ωB97M-V with the def2-TZVPD basis set

For the total energy, the calculation gives -811.97601 Ha. As for the SMILES: [H]/N=C1/NS(=O)(=O)CO1. For the frontier orbital gap, the calculation gives 10.74 eV. For the relative energy (zero: lowest compared OMol25 entry of this formula, charge and spin), the calculation gives 42.6 kcal/mol. Its molecular weight is 136.13 g mol⁻¹.

Cartesian coordinates (Å):
S: 0.2571 1.1073 0.8483
H: 0.2669 1.4044 -1.5585
N: 0.0383 0.8018 -0.8026
O: -0.9852 1.6283 1.2864
O: 1.3937 1.9329 0.9989
C: 0.3355 -0.6678 1.2127
H: -0.9827 -1.8698 -2.4305
H: 1.3320 -1.1126 1.4281
C: -0.4291 -0.4771 -1.0333
H: -0.2859 -0.6489 2.1282
O: -0.2020 -1.2580 0.0944
N: -0.7385 -0.8405 -2.1722

C2H4N2O4 | ωB97M-V with the def2-TZVPD basis set

For the total energy, the calculation gives -488.91814 Ha. As for the SMILES: O=C1N[C@H]1O.O=NO. For the frontier orbital gap, the calculation gives 10.05 eV. For the relative energy (zero: lowest compared OMol25 entry of this formula, charge and spin), the calculation gives 97.3 kcal/mol. Its molecular weight is 120.06 g mol⁻¹.

Cartesian coordinates (Å):
N: -3.7882 -0.8161 1.6448
O: -4.5195 -1.6114 2.1237
O: -1.6210 0.4316 -0.6640
C: 0.7734 -0.4690 -0.4221
N: 0.7553 0.9545 -0.8573
H: -2.3373 -0.6504 0.2858
C: -0.4380 0.3894 -0.6401
H: 1.1134 -1.0829 -1.2292
O: 1.1736 -0.8552 0.8388
H: 1.1882 1.7877 -0.4262
O: -3.0797 -1.2992 0.5077
H: 1.4299 -1.7066 0.7912

C2H4N2O4 | ωB97M-V with the def2-TZVPD basis set

For the total energy, the calculation gives -488.97263 Ha. As for the SMILES: O=CONC(=O)NO. For the frontier orbital gap, the calculation gives 10.44 eV. For the relative energy (zero: lowest compared OMol25 entry of this formula, charge and spin), the calculation gives 63.1 kcal/mol. Its molecular weight is 120.06 g mol⁻¹.

Cartesian coordinates (Å):
H: 0.9601 -1.5490 0.0220
H: -1.0519 1.1402 0.6526
O: -1.2076 -0.7664 0.5169
N: -0.4094 0.3394 0.8559
H: 2.9203 0.3962 -0.1403
O: 1.3992 1.5873 0.0660
C: -2.2649 -0.3269 -0.2458
C: 0.8260 0.5482 0.1385
O: 2.7663 -0.5326 -0.3588
N: 1.3551 -0.5816 -0.2544
H: -2.9920 -1.0924 -0.5810
O: -2.3013 0.8377 -0.6717

C2H4N2O4 | ωB97M-V with the def2-TZVPD basis set

For the total energy, the calculation gives -488.84135 Ha. As for the SMILES: O=[N+]([O-])CC[N+](=O)[O-]. For the frontier orbital gap, the calculation gives 10.98 eV. For the relative energy (zero: lowest compared OMol25 entry of this formula, charge and spin), the calculation gives 145.5 kcal/mol. Its molecular weight is 120.06 g mol⁻¹.

Cartesian coordinates (Å):
H: -1.2832 -1.5065 -0.4031
C: -0.7078 -0.5745 -0.4690
N: 1.4933 0.6814 0.0671
O: 1.1025 1.3808 -0.8729
O: -2.6812 0.5325 -0.4209
H: 1.4580 -1.5498 -0.0199
H: 0.7576 -0.6410 1.4179
N: -1.6568 0.4822 0.1755
O: 2.4955 0.8918 0.6825
H: -0.4676 -0.2409 -1.6317
C: 0.8392 -0.5901 0.3643
O: -1.3494 1.1341 1.1102

C2H4N2OS | ωB97M-V with the def2-TZVPD basis set

For the total energy, the calculation gives -661.47521 Ha. As for the SMILES: [H]/N=C1/NOCS1. For the frontier orbital gap, the calculation gives 9.90 eV. For the relative energy (zero: lowest compared OMol25 entry of this formula, charge and spin), the calculation gives 69.2 kcal/mol. Its molecular weight is 104.13 g mol⁻¹.

Cartesian coordinates (Å):
S: -0.0619 -1.4798 -0.1499
C: -1.4775 -0.3698 0.1446
O: -1.1077 0.8345 -0.4201
N: 2.2272 0.0156 -0.0555
H: 0.5733 1.9152 -0.2382
H: -2.3345 -0.7530 -0.3749
C: 0.9794 -0.0839 -0.0691
H: -1.6780 -0.2152 1.2124
H: 2.6932 -0.8995 -0.1661
N: 0.1864 1.0359 0.1168